# 1
{
  "formula": "C21H55ClN5O13",
  "method": "ωB97M-V/def2-TZVPD",
  "multiplicity": 1,
  "homo_ev": -5.939,
  "orbital_gap_ev": 8.1417,
  "charge": -1,
  "species": ["Cl", "O", "O", "O", "O", "C", "O", "N", "N", "H", "H", "H", "H", "C", "O", "C", "C", "N", "C", "C", "O", "C", "H", "H", "H", "H", "H", "H", "H", "H", "H", "H", "H", "H", "H", "H", "H", "C", "O", "C", "C", "N", "C", "C", "O", "C", "H", "H", "H", "H", "H", "H", "H", "H", "H", "H", "H", "H", "H", "H", "H", "C", "O", "C", "C", "N", "C", "C", "O", "C", "H", "H", "H", "H", "H", "H", "H", "H", "H", "H", "H", "H", "H", "H", "H", "C", "C", "O", "O", "H", "H", "H", "H", "H", "H"],
  "coordinates": [[0.92, -0.18, -0.04], [0.24, 0.88, -0.72], [0.20, -0.53, 1.17], [0.95, -1.40, -0.80], [2.28, 0.23, 0.26], [1.75, 0.69, 4.50], [2.06, 1.15, 5.61], [2.58, -0.16, 3.81], [0.64, 1.06, 3.81], [3.38, -0.43, 4.35], [2.32, -0.54, 2.91], [0.06, 1.83, 4.09], [0.44, 0.79, 2.86], [-3.20, -1.48, 1.23], [-3.82, -2.77, 1.15], [-4.99, -2.72, 0.36], [-5.57, -4.13, 0.31], [-6.70, -4.36, -0.64], [-7.97, -3.85, -0.08], [-9.13, -4.33, -0.93], [-9.17, -3.52, -2.09], [-10.22, -3.86, -2.96], [-2.42, -1.59, 1.97], [-3.94, -0.78, 1.65], [-2.79, -1.13, 0.29], [-4.68, -2.49, -0.67], [-5.68, -1.98, 0.77], [-5.84, -4.53, 1.29], [-4.83, -4.84, -0.06], [-6.51, -3.70, -1.39], [-7.95, -2.75, -0.05], [-8.12, -4.11, 0.97], [-10.09, -4.21, -0.41], [-9.07, -5.41, -1.13], [-9.93, -4.62, -3.70], [-10.50, -2.98, -3.52], [-11.08, -4.26, -2.42], [6.43, -4.11, -0.57], [5.86, -3.62, -1.74], [4.51, -3.25, -1.63], [4.03, -2.50, -2.88], [3.80, -1.07, -2.67], [3.44, -0.37, -3.90], [1.93, -0.19, -4.19], [1.73, 0.47, -5.41], [1.84, -0.40, -6.51], [6.45, -3.36, 0.23], [7.48, -4.38, -0.69], [5.91, -5.02, -0.26], [4.45, -2.57, -0.77], [3.80, -4.06, -1.42], [3.04, -2.92, -3.10], [4.71, -2.73, -3.69], [2.94, -1.02, -2.12], [3.88, -0.92, -4.74], [3.87, 0.63, -3.98], [1.60, 0.45, -3.36], [1.37, -1.13, -4.15], [2.81, -0.91, -6.49], [1.70, 0.08, -7.47], [1.12, -1.23, -6.38], [4.82, 4.04, -2.09], [4.09, 4.13, -0.88], [3.11, 3.14, -0.71], [2.04, 3.68, 0.29], [2.63, 4.31, 1.52], [2.81, 3.24, 2.52], [3.35, 3.75, 3.86], [2.97, 5.12, 4.06], [3.52, 5.63, 5.25], [4.16, 3.78, -2.92], [5.67, 3.35, -2.00], [5.21, 5.04, -2.31], [3.46, 2.16, -0.35], [2.55, 2.92, -1.63], [1.40, 2.82, 0.49], [1.51, 4.46, -0.26], [3.58, 4.42, 1.17], [3.46, 2.39, 2.26], [1.87, 2.75, 2.75], [4.43, 3.69, 4.03], [2.91, 3.15, 4.66], [3.78, 6.69, 5.15], [4.51, 5.21, 5.48], [2.83, 5.39, 6.06], [-2.82, 2.51, 2.55], [-2.11, 2.52, 1.22], [-1.05, 3.46, 1.12], [-1.98, 2.25, 3.65], [-3.67, 1.84, 2.48], [-3.26, 3.51, 2.72], [-2.81, 2.62, 0.39], [-1.71, 1.51, 1.04], [-1.08, 3.80, 0.23], [-2.50, 1.87, 4.37]],
  "mulliken_charge": [1.77, -0.67, -0.75, -0.74, -0.60, 0.42, -0.75, -0.27, -0.16, 0.20, 0.20, 0.21, 0.07, -0.74, -0.36, -0.22, -0.82, -0.37, -0.54, -0.60, -0.31, -0.74, 0.33, 0.33, 0.32, 0.27, 0.29, 0.34, 0.26, 0.24, 0.29, 0.47, 0.42, 0.31, 0.27, 0.23, 0.32, -0.72, -0.35, -0.26, -0.47, -0.29, -0.68, -0.04, -0.41, -0.72, 0.28, 0.26, 0.30, 0.13, 0.33, 0.26, 0.38, 0.10, 0.37, 0.24, 0.08, 0.33, 0.29, 0.29, 0.28, -0.73, -0.40, -0.41, 0.22, -0.28, 0.27, -0.51, -0.31, -0.79, 0.28, 0.28, 0.27, 0.25, 0.35, -0.52, 0.30, 0.29, 0.27, -0.22, 0.29, 0.34, 0.27, 0.32, 0.27, -0.52, -0.09, -0.47, -0.44, 0.29, 0.31, 0.48, -0.08, 0.28, 0.26]
}

# 2
{
  "formula": "C21H55CrO19S6",
  "method": "ωB97M-V/def2-TZVPD",
  "de_lowest_kcal_mol": 132.2,
  "multiplicity": 5,
  "homo_ev": [-9.577, -9.691],
  "orbital_gap_ev": [7.9705, 8.0876],
  "charge": 1,
  "species": ["Cr", "C", "C", "C", "O", "H", "H", "H", "H", "H", "H", "H", "O", "S", "O", "O", "C", "C", "C", "H", "H", "H", "H", "H", "H", "H", "H", "O", "S", "O", "O", "C", "C", "C", "H", "H", "H", "H", "H", "H", "H", "H", "O", "S", "O", "O", "C", "C", "C", "H", "H", "H", "H", "H", "H", "H", "H", "O", "S", "O", "O", "C", "C", "C", "H", "H", "H", "H", "H", "H", "H", "H", "O", "S", "O", "O", "C", "C", "C", "H", "H", "H", "H", "H", "H", "H", "H", "O", "S", "O", "O", "C", "C", "C", "H", "H", "H", "H", "H", "H", "H", "H"],
  "coordinates": [[27.29, -17.04, 13.34], [25.49, -16.71, 17.45], [26.12, -15.78, 16.39], [27.34, -15.07, 17.03], [26.43, -16.37, 15.24], [24.58, -17.16, 17.07], [25.25, -16.19, 18.38], [26.04, -17.62, 17.69], [25.24, -15.14, 16.24], [27.82, -14.38, 16.34], [28.02, -15.85, 17.37], [27.09, -14.39, 17.85], [28.08, -15.01, 13.38], [28.98, -13.87, 13.06], [29.84, -14.01, 11.87], [28.08, -12.51, 12.66], [26.97, -12.10, 13.48], [25.70, -12.95, 13.22], [29.95, -13.32, 14.54], [26.75, -11.06, 13.26], [27.30, -12.12, 14.52], [25.00, -12.65, 14.00], [26.03, -13.98, 13.31], [25.19, -12.73, 12.28], [30.67, -14.04, 14.95], [29.16, -13.01, 15.22], [30.65, -12.56, 14.18], [31.03, -16.73, 16.12], [30.05, -17.74, 15.60], [29.14, -17.32, 14.52], [30.96, -19.06, 15.08], [32.14, -19.38, 15.81], [33.26, -19.15, 14.74], [29.14, -18.57, 17.02], [32.17, -20.43, 16.09], [32.26, -18.75, 16.69], [33.29, -19.91, 13.96], [34.26, -19.11, 15.16], [33.21, -18.16, 14.30], [29.90, -19.07, 17.63], [28.41, -19.28, 16.63], [28.62, -17.88, 17.68], [30.88, -19.03, 11.84], [29.96, -18.10, 11.32], [28.61, -17.80, 11.82], [30.69, -16.60, 11.25], [32.07, -16.58, 10.89], [32.22, -15.27, 10.11], [29.89, -18.52, 9.45], [32.28, -17.33, 10.13], [32.75, -16.60, 11.75], [31.87, -15.51, 9.10], [33.28, -15.01, 9.98], [31.75, -14.46, 10.65], [30.84, -18.86, 9.04], [29.62, -17.58, 8.96], [29.14, -19.31, 9.52], [26.59, -16.18, 11.39], [25.99, -15.50, 10.22], [25.67, -16.19, 8.96], [24.58, -14.78, 10.73], [23.65, -14.32, 9.80], [22.64, -13.43, 10.61], [26.84, -13.95, 9.81], [23.05, -15.11, 9.35], [24.13, -13.90, 8.92], [22.95, -12.52, 11.11], [22.21, -14.19, 11.27], [21.86, -13.23, 9.88], [27.90, -14.20, 9.87], [26.78, -13.17, 10.56], [26.54, -13.66, 8.80], [25.16, -17.51, 12.92], [23.71, -17.66, 13.02], [22.92, -18.24, 11.99], [23.43, -18.70, 14.30], [22.13, -19.16, 14.61], [22.12, -19.24, 16.15], [22.97, -16.12, 13.87], [21.96, -20.13, 14.15], [21.37, -18.45, 14.28], [21.55, -18.46, 16.65], [23.10, -18.91, 16.49], [21.68, -20.19, 16.45], [21.89, -16.08, 13.75], [23.33, -15.23, 13.34], [23.25, -16.07, 14.92], [27.40, -21.30, 15.03], [27.22, -20.59, 13.81], [27.26, -19.16, 13.72], [28.19, -21.27, 12.64], [28.63, -22.61, 12.77], [28.01, -23.45, 11.65], [25.56, -21.07, 13.08], [28.65, -23.05, 13.77], [29.69, -22.49, 12.54], [26.98, -23.76, 11.81], [28.55, -24.40, 11.53], [27.93, -22.83, 10.76], [25.13, -20.21, 12.58], [24.93, -21.33, 13.93], [25.79, -21.91, 12.44]],
  "mulliken_charge": [-0.63, -1.19, 0.37, -0.62, -0.06, -0.03, 0.47, 0.24, 0.06, -0.21, -0.01, 0.50, 0.97, 0.66, -0.59, -0.39, -0.63, -0.25, -0.97, 0.41, 0.26, 0.52, -0.58, 0.19, 0.28, 0.28, 0.44, -0.72, 0.84, -0.21, -0.06, -0.47, -1.02, -0.77, 0.31, 0.47, 0.28, 0.40, 0.18, 0.45, 0.16, 0.28, -0.56, 0.84, 1.16, 0.30, -0.22, -1.09, -1.21, 0.29, 0.18, 0.28, 0.45, 0.14, 0.41, 0.35, 0.47, -0.55, 1.04, -0.71, -0.09, -0.45, -1.03, -0.88, 0.26, 0.43, 0.29, 0.23, 0.43, 0.27, 0.14, 0.51, 0.03, 0.86, -0.66, -0.09, -0.31, -0.99, -0.42, 0.35, 0.31, 0.35, 0.13, 0.31, 0.49, -0.11, 0.16, -0.74, 1.02, -0.97, 0.01, -0.39, -1.20, -0.63, 0.39, 0.29, 0.31, 0.39, 0.29, -0.04, 0.33, 0.25]
}

no.,energy (eV)
1,-69249.7990
2,-154992.6433